1.
A gas-phase ion, C7H11N2O3 (charge +1), computed with ωB97M-V/def2-TZVPD.

```
23
Properties=species:S:1:pos:R:3
O 1.9470 -1.0943 -1.0173
O -2.2078 2.2424 0.3986
O -1.5762 -1.1289 -1.8078
N -0.4518 1.7784 -1.3760
N -0.8210 0.3917 0.5924
C 1.8511 -0.2506 -0.0054
C -0.2873 0.4521 -0.6998
C -0.4993 -0.8556 -1.3433
C 1.2893 -0.5255 1.3410
C 0.7683 -1.7506 -1.3722
C -0.2304 -0.5928 1.4716
C -1.6536 1.2519 1.0958
H -0.7759 -1.3899 1.1316
H -0.5663 -0.3518 2.4602
H 2.7597 0.2867 0.0824
H 1.7691 -1.4016 1.9104
H -1.9583 1.1796 2.1164
H 1.5429 0.3460 1.9378
H 0.4551 2.2104 -1.3809
H -0.9684 1.6090 -2.1768
H -1.6887 2.3147 -0.5332
H 0.4264 -2.4538 -0.5746
H 0.8763 -2.2674 -2.2510
```

Output
M   171.2 g/mol
HOMO energy (alpha / beta)   -12.5 / -12.5 eV
Frontier orbital gap (alpha / beta)   8.098 / 8.092 eV
2S+1   1
Total charge   +1

Löwdin population analysis, charges in e, atoms 1 to 6: -0.01, 0.09, 0.17, 0.14, -0.04, -0.07


2.
A gas-phase ion, C7H11N2O3 (charge +1), computed with ωB97M-V/def2-TZVPD.

```
23
Properties=species:S:1:pos:R:3
O -1.6830 -2.4617 -0.3694
O 0.0426 0.5446 -1.4390
O -0.7728 1.4989 0.9517
N 2.3602 -0.6421 0.7098
N 3.0429 1.3162 -0.3078
C -1.7725 1.1811 -0.0058
C 0.4582 -1.3926 -0.2904
C -1.2910 0.1151 -0.8992
C -1.0249 -1.1978 -0.0287
C 2.3335 0.1734 -0.4537
C 1.0913 -0.1071 -0.9741
C 1.4078 -1.5688 0.7971
H 1.0903 -2.1014 1.7218
H 3.1411 1.5045 0.6704
H -1.9666 -0.2018 -1.5569
H 3.6888 1.8225 -0.9322
H -2.5552 -2.5187 0.1522
H -2.2084 2.0887 -0.5488
H -1.3110 -0.8668 1.0411
H 2.9543 -0.4297 1.4673
H -2.7109 0.7170 0.5347
H 0.6691 -2.1530 -1.1904
H -0.3513 2.2674 0.5740
```

Output
M   171.2 g/mol
HOMO energy (alpha / beta)   -12.1 / -12.1 eV
Frontier orbital gap (alpha / beta)   7.589 / 7.587 eV
2S+1   1
Total charge   +1
SMILES string   NC1=C2O[C@H](CO)[C@@H](O)[C@@H]2C=[NH+]1

Löwdin population analysis, charges in e, atoms 1 to 6: -0.03, 0.06, -0.02, 0.17, 0.13, -0.20


Verdict on stability: 2 comes out at the bottom.


1.
A molecular structure, C25H31BrN10O6Sr, computed with ωB97M-V/def2-TZVPD.

```
74
Properties=species:S:1:pos:R:3
Sr -0.3963 -0.2290 -0.0537
Br -3.7979 -5.3553 -4.5168
O -1.9367 -1.0166 -1.8356
O -1.5807 -0.5145 4.0185
O -0.2320 0.0163 2.2946
O -3.6874 0.3235 -1.4427
O 0.1256 6.4542 -4.3902
O -0.5263 7.7910 -2.8323
N -2.3534 1.2764 1.1049
N -0.2009 6.6974 -3.2444
N 0.3866 2.5996 0.5502
N -0.4125 1.9328 -1.9547
N 0.9949 -2.5760 0.6213
N 1.1196 -1.3800 -2.1012
N -2.0291 -2.2197 1.0188
N -2.3139 0.9485 2.4761
N -6.1982 -2.1387 -3.6368
N 2.2529 0.1246 0.5893
C -5.7187 -3.2986 -4.0749
C -0.3635 4.2412 -2.6654
C 1.3967 -3.3169 -0.5855
C -0.8468 3.8514 -3.9291
C 0.2298 5.9451 -1.0133
C 3.0233 -1.0998 0.7926
C 0.6640 2.9263 1.7962
C -3.1597 -0.6810 -1.9364
C -1.3124 0.0820 2.9759
C -1.1092 2.5300 -4.1610
C -1.3196 -3.4989 0.9087
C -4.0401 -1.6373 -2.7183
C -4.4035 -3.6831 -3.8656
C -3.5442 -2.8451 -3.1837
C 2.1547 -2.1704 1.4290
C 0.7241 5.2595 1.3158
C 0.2303 3.5890 -0.3491
C 0.0854 -3.3616 1.4707
C 0.7996 -2.7959 -1.8869
C -0.1776 3.2349 -1.6983
C 0.3991 4.9400 -0.0141
C -5.3728 -1.3335 -2.9713
C -0.8696 1.5997 -3.1430
C 0.8454 4.2497 2.2296
C -0.1122 5.6008 -2.2673
H 1.8262 0.4211 1.4635
H -6.4017 -3.9476 -4.6102
H 0.7212 2.1002 2.4977
H 2.4874 -3.2992 -0.6717
H 0.0089 -2.8523 2.4344
H -1.5023 2.1984 -5.1117
H -2.4257 2.2799 0.9923
H -3.1397 0.8516 0.6165
H 2.8302 0.8827 0.2499
H 1.7670 -1.7711 2.3684
H 1.1534 -3.4471 -2.6957
H -0.2890 -2.8710 -1.8656
H 0.5046 -4.3623 1.6557
H 1.1225 -4.3738 -0.4864
H -2.9360 -2.2824 0.5700
H 2.7858 -3.0397 1.6712
H 2.1182 -1.2430 -2.2063
H -1.8222 -4.3091 1.4482
H 0.3777 6.9871 -0.7642
H -1.0128 4.5885 -4.6995
H 1.0713 4.4474 3.2679
H -3.1975 0.8498 2.9520
H -1.0840 0.5477 -3.2922
H -5.7754 -0.3956 -2.6104
H -2.5105 -3.1076 -3.0062
H 0.8583 6.2967 1.5980
H -2.1894 -2.0084 2.0018
H 0.6764 -1.0541 -2.9525
H -1.2908 -3.7909 -0.1437
H 3.8927 -0.9616 1.4466
H 3.4125 -1.4329 -0.1733
```

Output
M   735.1 g/mol
HOMO energy   -8.7 eV
Frontier orbital gap   7.594 eV
2S+1   1
Total charge   0

Löwdin population analysis, charges in e, atoms 1 to 6: 1.40, 0.72, -0.22, 0.00, -0.27, 0.00


2.
A molecular structure, C25H31BrN10O6Sr, computed with ωB97M-V/def2-TZVPD.

```
74
Properties=species:S:1:pos:R:3
Sr -0.2530 0.6851 0.0384
Br 5.7192 2.8118 -4.7873
O 1.6541 -1.1468 -1.8896
O 0.9798 0.6569 3.9202
O 0.7405 -4.3898 6.3518
O -0.4454 1.1013 2.2217
O 2.3255 -4.6851 4.9284
O 1.9126 0.9767 -1.2243
N 1.3836 2.4156 2.5602
N -1.2401 -1.2003 -1.5662
N -1.6971 -1.3460 1.4221
N -2.8135 1.2148 -2.0403
N -0.2645 2.7288 -1.8273
N 1.3389 2.8394 1.2073
N 1.2414 -4.2471 5.2591
N -2.3249 2.3690 0.5994
N 1.0555 -1.2179 1.3329
N 5.5563 -1.0525 -3.4181
C -1.6049 -2.6908 3.4061
C -3.0053 -2.6599 3.4941
C 2.3680 -1.0792 1.3461
C 2.6348 -2.5050 3.2312
C 2.2700 -0.0679 -1.8739
C 5.9136 0.0945 -3.9990
C 0.5905 1.3007 2.9500
C -0.7618 2.2320 -3.1143
C -2.0034 -1.0109 -2.8035
C -3.1965 -0.1040 -2.5411
C 5.1341 1.2381 -3.9297
C -2.2770 2.0827 -3.0953
C 0.4837 -1.9828 2.2976
C -3.0077 -1.3452 1.5247
C 0.5121 -3.4035 4.2627
C 3.5588 0.0291 -2.6392
C 4.3909 -1.0746 -2.7679
C 3.9474 1.2199 -3.2278
C 1.2364 -2.6661 3.2555
C -3.3364 2.9194 -0.3000
C -0.9817 -2.0128 2.3624
C -3.8597 1.8587 -1.2537
C 3.1952 -1.7034 2.2842
C -0.8159 -3.4065 4.3683
C -3.7192 -1.9787 2.5517
H 2.1370 2.4922 0.6812
H 3.2514 -2.9961 3.9666
H 4.2627 -1.5322 2.2567
H -3.8258 -0.5811 -1.7831
H 0.7511 2.6737 -1.8010
H -4.6395 2.3082 -1.8891
H -2.7122 3.0822 -2.9846
H -1.6367 -1.9489 -1.0113
H 3.3376 2.1083 -3.1306
H -3.5016 -3.1742 4.3089
H -3.8073 -0.0294 -3.4549
H -2.8796 3.7318 -0.8710
H -1.2901 -3.9579 5.1673
H -1.3479 -0.5683 -3.5558
H -0.2853 1.2648 -3.2955
H -2.3632 -1.9466 -3.2403
H -2.6076 1.7219 -4.0784
H 4.0906 -2.0140 -2.3197
H -4.1938 3.3566 0.2202
H 2.7957 -0.4259 0.5927
H -4.7984 -1.9239 2.5821
H -2.7375 1.7503 1.2934
H -1.8408 3.0712 1.1466
H -0.5289 3.6951 -1.6768
H 6.8528 0.1099 -4.5393
H 1.3572 3.8501 1.1922
H 2.2966 2.4007 2.9892
H -3.5495 -0.8102 0.7463
H -0.2685 -1.4608 -1.7652
H -0.4950 2.8705 -3.9624
H -4.3579 1.0841 -0.6617
```

Output
M   735.1 g/mol
HOMO energy   -8.7 eV
Frontier orbital gap   7.981 eV
2S+1   1
Total charge   0

Löwdin population analysis, charges in e, atoms 1 to 6: 1.44, 0.74, -0.01, 0.02, 0.09, -0.31


Verdict on stability: 2 comes out at the bottom.


1.
A molecular structure, C3H6IN2, computed with ωB97M-V/def2-TZVPD.

```
12
Properties=species:S:1:pos:R:3
I 3.0401 -0.2099 -0.3994
N 0.1013 1.2861 -0.1740
N -1.0645 -0.3127 0.6252
C 0.0885 -1.0649 0.1949
C 1.0567 -0.2592 -0.6647
C -0.9476 0.9383 0.4373
H -2.0139 -0.7599 0.6997
H 0.6033 -1.3764 0.9994
H -0.3959 -1.8967 -0.3152
H 0.6346 -0.2253 -1.6836
H 0.6381 2.1876 -0.3142
H -1.7409 1.6931 0.5946
```

Output
M   197.0 g/mol
HOMO energy   -14.1 eV
Frontier orbital gap   10.460 eV
2S+1   1
Total charge   +1

Löwdin population analysis, charges in e, atoms 1 to 6: 1.07, 0.11, 0.06, -0.21, -0.69, -0.22


2.
A gas-phase ion, C3H6IN2 (charge +1), computed with ωB97M-V/def2-TZVPD.

```
12
Properties=species:S:1:pos:R:3
I -1.8873 -2.0818 1.2389
N 1.3983 -0.1556 -0.7411
N -1.3376 1.8149 0.0844
C -0.4699 -0.4829 0.8618
C -0.8104 0.7138 0.1060
C -0.1015 -0.3077 -0.6075
H -0.5330 -0.9648 -1.2737
H 1.8093 -0.6068 0.1427
H 1.7189 -0.5751 -1.6173
H 0.3991 -0.5409 1.6194
H -1.8066 2.3491 0.8136
H 1.6207 0.8379 -0.6272
```

Output
M   197.0 g/mol
HOMO energy   -13.2 eV
Frontier orbital gap   8.731 eV
2S+1   1
Total charge   +1
SMILES string   [H]/N=C1/[C@@H]([NH3+])[C@@H]1I

Löwdin population analysis, charges in e, atoms 1 to 6: 0.88, 0.24, 0.24, -0.61, -0.41, -0.24


Verdict on stability: 2 comes out at the bottom.